ORCA calculation (ωB97M-V/def2-TZVPD) on a 2-piece molecular cluster, C8H16BrN3O overall in a non-equilibrium geometry.

Last column: Löwdin charge in e.
Atoms and positions in Å:
C -2.130548 -1.068786 0.125566  -0.567
C -0.933193 -0.843557 -0.076494  -0.064
C 3.403475 -0.790401 -0.199661  -0.208
C 2.568820 0.411841 -0.170573  -0.174
C 2.653836 -2.035385 0.238558  -0.142
C 1.237090 0.109323 -0.915067  -0.083
C 1.140021 -2.160643 -0.114057  -0.054
C -3.682070 2.954255 -1.294952  0.016
N -2.566220 2.289407 -1.087069  -0.110
N 0.502491 -0.775233 0.023069  -0.074
N -4.847541 2.061578 -1.684558  0.217
O -2.434541 1.085242 -1.156987  -0.087
Br -3.826612 -1.006488 0.750933  0.875
H 3.882455 -0.929073 -1.141005  0.124
H 4.257772 -0.642856 0.387846  0.116
H 2.487333 0.943860 0.771673  0.130
H 3.100948 1.235481 -0.704212  0.146
H 3.185801 -2.843934 -0.285036  0.133
H 2.873226 -2.311964 1.264378  0.121
H 0.714894 1.078811 -1.042829  0.139
H 1.411466 -0.461353 -1.838734  0.152
H 1.164161 -2.471720 -1.214212  0.164
H 0.629919 -2.993386 0.389815  0.146
H -3.871871 4.032619 -1.174782  0.163
H -1.828603 2.939579 -0.789961  0.200
H 0.657810 -0.284640 0.895765  0.189
H -4.604833 1.027707 -1.378670  0.169
H -5.230378 1.926535 -2.632706  0.188
H -5.667810 2.307840 -1.116644  0.174

Cartesian forces (eV/Å) of the 6 atoms listed first:
3.7 0.7 0.2
-2.6 -1.2 0.7
-0.2 -0.7 0.4
0.0 2.2 -2.2
0.5 -1.6 0.0
1.1 1.9 0.2

Computed properties:
- E_LUMO (eV) = -6.83
- DFT total energy (eV) = -85093.1764
- energy relative to the best compared isomer or geometry (same formula, charge and spin) (kcal per mole) = 7.18
- frontier orbital gap (Eh) = 0.3499
- highest occupied orbital energy (eV) = -16.35
- total charge = +2